Below is a structure of composition C13H6BrIrN3O8Se3Te, with properties calculated with ωB97M-V with the def2-TZVPD basis set.

HOMO (alpha / beta)	-8.32 / -8.06	eV
LUMO (alpha / beta)	-2.001 / -2.955	eV
2S+1	2
energy	-310637.9591	eV
HOMO-LUMO gap (alpha / beta)	0.232 / 0.188	Ha

```
36
Properties=species:S:1:pos:R:3:forces:R:3
Ir 1.3012 1.2926 -0.5913 0.20 0.04 0.36
Br 4.6027 2.7040 -1.6956 0.08 -0.02 -0.02
C 4.3052 0.8589 -1.5430 0.07 0.01 0.01
C 5.3782 0.0310 -1.8583 0.03 0.05 0.00
C 5.2265 -1.3363 -1.7953 -0.05 -0.03 0.01
C 3.9902 -1.8485 -1.4304 0.06 0.01 -0.01
C 2.9778 -0.9719 -1.1313 0.00 0.08 -0.04
N 3.1192 0.3788 -1.1654 -0.43 0.00 0.04
C 1.6144 -1.5196 -0.7718 -0.17 0.00 0.05
O 1.4196 -2.7046 -0.7527 0.03 0.01 0.01
O 0.7137 -0.5997 -0.4966 -0.05 -0.22 -0.16
H 6.3124 0.4859 -2.1505 0.00 -0.01 0.00
H 6.0537 -1.9898 -2.0364 0.00 0.00 0.00
H 3.7709 -2.9047 -1.3710 0.03 0.00 -0.01
Se 2.2352 2.9763 0.8127 -0.17 0.34 -0.06
Se 1.5718 5.1767 0.3954 0.22 -0.35 0.01
Te -0.0482 4.7852 -1.4304 -0.30 0.21 0.12
Se 1.1082 2.8395 -2.3774 0.24 -0.04 -0.46
O -2.4901 2.5986 -0.7367 0.12 -0.10 0.00
C -1.7919 1.8055 -0.1336 -0.23 -0.23 -0.17
O -0.5131 1.9405 0.0381 0.19 0.03 0.46
C -2.4471 0.6183 0.5547 -0.05 0.18 -0.03
C -1.7380 -0.2403 1.3767 0.08 0.01 0.05
C -2.3949 -1.2963 1.9796 0.00 0.07 0.06
C -3.7410 -1.5355 1.8086 -0.04 0.02 -0.04
C -4.4269 -0.6408 1.0068 0.04 -0.04 0.00
C -3.8132 0.4262 0.3817 0.03 0.01 -0.10
N -5.8769 -0.8426 0.8160 -0.09 -0.01 0.02
O -6.4669 -0.0500 0.1132 0.04 0.00 -0.01
O -6.3885 -1.7877 1.3806 0.03 0.00 -0.01
N -1.6214 -2.1968 2.8554 0.10 -0.14 -0.18
O -0.5351 -1.8097 3.2334 -0.01 0.02 0.03
O -2.1103 -3.2745 3.1210 -0.07 0.07 0.08
H -0.6866 -0.1032 1.5559 0.10 0.04 -0.02
H -4.2351 -2.3706 2.2794 -0.01 0.00 0.00
H -4.3759 1.1053 -0.2417 -0.01 0.00 0.01
```
Forces are in eV/Å.